No. 1
{
  "formula": "C13H17N2",
  "method": "ωB97M-V with the def2-TZVPD basis set",
  "species": ["C", "C", "C", "C", "C", "C", "C", "C", "C", "C", "C", "C", "C", "N", "N", "H", "H", "H", "H", "H", "H", "H", "H", "H", "H", "H", "H", "H", "H", "H", "H", "H"],
  "xyz": [[1.624, 2.608, -0.196], [2.653, 1.697, 0.020], [0.363, 1.989, -0.204], [0.253, 0.645, -0.189], [1.296, -0.230, -0.008], [2.595, 0.343, 0.266], [-3.030, 1.213, 0.695], [0.963, -1.639, -0.399], [-1.054, 2.502, -0.409], [-0.304, -2.069, 0.322], [-1.119, 0.278, -0.285], [3.822, -0.529, 0.314], [-2.745, -1.586, -0.696], [-1.851, 1.333, 0.090], [-1.572, -1.024, 0.113], [1.830, 3.667, -0.282], [3.691, 2.124, 0.027], [-3.586, 0.323, 1.025], [-3.401, 2.161, 1.008], [0.869, -1.630, -1.471], [1.797, -2.285, -0.081], [-1.302, 3.426, -0.076], [-1.300, 2.544, -1.474], [-0.634, -3.051, 0.026], [-0.089, -1.923, 1.431], [3.789, -0.982, -0.708], [4.780, -0.195, 0.385], [3.621, -1.296, 1.113], [-2.602, -0.978, -1.591], [-2.502, -2.547, -0.907], [-3.659, -1.306, -0.258], [-1.902, -1.060, 1.059]],
  "mulliken_charge": [-1.270, -0.456, 0.278, 1.375, 0.254, 0.325, -0.402, -0.747, -0.890, -0.693, -0.771, -1.672, -0.831, 0.144, -0.005, 0.452, 0.300, 0.231, 0.288, 0.342, 0.462, 0.585, 0.294, 0.364, 0.395, 0.349, 0.472, 0.317, 0.358, 0.367, 0.301, 0.484],
  "total_charge": 1,
  "gap_ha": [0.2739, 0.2740],
  "de_lowest_kj_mol": 522.6
}


No. 2
{
  "formula": "C2H3IO2",
  "method": "ωB97M-V with the def2-TZVPD basis set",
  "species": ["C", "C", "O", "O", "I", "H", "H", "H"],
  "xyz": [[-1.406, 0.667, -0.167], [1.654, -0.531, -0.024], [-1.263, 0.698, -1.312], [0.868, -0.170, 0.799], [-2.657, -0.832, 0.809], [-1.131, 1.472, 0.597], [1.202, -1.070, -0.916], [2.733, -0.234, 0.214]],
  "mulliken_charge": [-0.004, -0.127, -0.330, -0.358, -0.027, 0.342, 0.244, 0.261],
  "gap_ha": 0.3673,
  "de_lowest_kj_mol": 199.9
}


No. 3
{
  "formula": "H4N2OS3",
  "method": "ωB97M-V with the def2-TZVPD basis set",
  "species": ["N", "N", "O", "S", "S", "S", "H", "H", "H", "H"],
  "xyz": [[1.554, 1.167, 0.348], [-0.677, -2.169, -1.365], [3.084, -0.985, -0.973], [0.352, 1.253, -0.844], [0.567, -2.176, -0.259], [2.149, -2.013, -1.559], [2.099, 0.293, 0.144], [1.991, 1.983, 0.656], [-1.193, -1.363, -1.597], [-1.309, -2.887, -1.228]],
  "mulliken_charge": [-0.329, -0.419, -0.541, -0.107, 0.017, 0.346, 0.303, 0.253, 0.223, 0.256],
  "gap_ha": [0.1488, 0.1321],
  "de_lowest_kj_mol": 260.6
}


No. 4
{
  "formula": "C3H9NO",
  "method": "ωB97M-V with the def2-TZVPD basis set",
  "species": ["C", "N", "H", "H", "H", "H", "H", "C", "C", "O", "H", "H", "H", "H"],
  "xyz": [[1.302, 0.234, 1.681], [0.309, 0.143, 2.774], [1.277, -0.733, 1.192], [0.870, 0.952, 1.001], [2.274, 0.670, 1.930], [0.126, 1.039, 3.202], [0.661, -0.480, 3.489], [-0.432, 0.241, -2.689], [-0.903, -0.754, -1.937], [-2.096, -0.810, -1.323], [0.636, 0.179, -2.852], [-1.041, 1.016, -3.131], [-0.447, -1.738, -1.910], [-2.536, 0.041, -1.427]],
  "mulliken_charge": [-0.676, -0.536, 0.269, 0.266, 0.267, 0.204, 0.208, -0.771, 0.101, -0.473, 0.225, 0.268, 0.358, 0.290],
  "gap_ha": 0.3640,
  "de_lowest_kj_mol": 205.5
}


It is found that the largest force on an atom values, taken in the order of the records, are 4.62; 3.20; 4.53; 1.67 eV/Å.